Record 1
{"formula": "C2H7OS2", "method": "ωB97M-V/def2-TZVPD", "species": ["H", "H", "S", "S", "H", "H", "C", "H", "O", "H", "H", "C"], "coordinates": [[2.85697, -2.97497, 0.43621], [-1.23415, -1.69316, 1.20040], [0.74249, -0.31779, 1.28076], [0.25831, 1.43788, 0.30690], [-0.06134, -0.61666, -1.42801], [-1.81767, -0.12543, -1.44891], [-0.89489, -0.89881, 1.85445], [-1.54030, -0.05220, 1.91882], [-0.88718, -0.28232, -3.25941], [-0.77626, -1.33860, 2.82858], [3.38801, -2.45745, 0.47391], [-0.91645, -0.33809, -2.05184]], "nbo_charge": [-0.005, 0.189, -0.052, -0.735, 0.137, 0.098, -0.751, 0.224, -0.583, 0.190, 0.003, 0.284], "spin_multiplicity": 1, "charge": -1, "e_above_lowest_ev": 1.6422, "largest_force_ha_per_bohr": 0.02346}

***

Record 2
{"formula": "C2H7OS2", "method": "ωB97M-V/def2-TZVPD", "species": ["O", "C", "H", "H", "C", "H", "H", "H", "S", "S", "H", "H"], "coordinates": [[-1.68240, 3.24885, -3.14071], [-1.56259, 2.41595, -2.26490], [-0.57381, 0.23602, 0.37141], [1.92560, -4.13240, 4.88155], [0.22319, -0.54735, 0.22214], [-1.27081, 2.77299, -1.28063], [-2.02891, 1.32251, -2.27115], [-0.15928, -1.65174, 0.27523], [1.15142, 1.81120, -1.45601], [1.10182, -0.22399, -1.41246], [0.86693, -0.39841, 1.07503], [2.00885, -4.85363, 5.00051]], "mulliken_spin": [0.039, -0.008, 0.006, 0.000, -0.020, 0.003, -0.004, 0.002, 0.658, 0.312, 0.012, 0.000], "spin_multiplicity": 2, "e_above_lowest_ev": 0.6135, "largest_force_ha_per_bohr": 0.04536}

***

Record 3
{"formula": "C2H7S", "method": "ωB97M-V/def2-TZVPD", "species": ["H", "H", "H", "C", "S", "H", "H", "H", "C", "H"], "coordinates": [[1.49654, 2.94025, -1.24834], [-1.76885, -3.23815, 0.08066], [-2.73586, -0.97416, -0.17836], [-2.15445, -2.71700, 0.96685], [2.27724, 1.92752, -0.83529], [-1.21707, -0.76098, 0.69585], [-1.49678, -2.97385, 1.79465], [-3.12143, -3.16483, 1.22524], [-2.20821, -1.21015, 0.74729], [-2.77535, -0.73928, 1.55044]], "nbo_charge": [0.078, 0.200, 0.198, -0.603, -1.077, 0.236, 0.198, 0.188, -0.609, 0.191], "spin_multiplicity": 1, "charge": -1, "e_above_lowest_ev": 0.1200, "largest_force_ha_per_bohr": 0.00800}

***

Record 4
{"formula": "C2H7S", "method": "ωB97M-V/def2-TZVPD", "species": ["H", "H", "H", "C", "H", "H", "S", "C", "H", "H"], "coordinates": [[-0.54381, -0.55397, -2.07058], [0.28894, 0.44079, -3.23214], [-0.90642, -0.06360, 1.15667], [-0.49653, -0.00246, 2.15516], [0.59258, -0.01324, 2.13750], [1.16765, -0.89575, -2.49904], [0.96987, 0.91001, -0.86208], [0.43717, -0.11966, -2.29547], [-0.75612, -0.69215, 2.96583], [-0.75332, 0.99002, 2.54416]], "nbo_charge": [0.166, 0.162, 0.254, -0.861, 0.228, 0.170, -0.752, -0.735, 0.175, 0.192], "spin_multiplicity": 1, "charge": -1, "e_above_lowest_ev": 0.6192, "largest_force_ha_per_bohr": 0.03465}

***

Record 5
{"formula": "C2H7S2", "method": "ωB97M-V/def2-TZVPD", "species": ["H", "H", "S", "H", "H", "H", "H", "C", "C", "S", "H"], "coordinates": [[-1.82497, 3.72001, 1.94162], [1.43215, -0.05354, -0.65093], [-0.83430, 3.16061, 1.22934], [-0.62161, -0.17234, 0.00869], [1.73503, -0.81122, -2.20092], [-1.11072, -1.55896, 0.97226], [-1.77462, -1.39200, -0.66520], [1.71744, -0.98077, -1.13152], [-0.89673, -1.21502, -0.03928], [0.43247, -2.23206, -0.75718], [2.68681, -1.31164, -0.77593]], "nbo_charge": [0.084, 0.240, -1.081, 0.262, 0.205, 0.215, 0.210, -0.726, -0.728, 0.108, 0.211], "spin_multiplicity": 1, "charge": -1, "e_above_lowest_ev": 0.5245, "largest_force_ha_per_bohr": 0.01536}

***

Record 6
{"formula": "C2H7S2", "method": "ωB97M-V/def2-TZVPD", "species": ["H", "C", "H", "H", "H", "C", "H", "S", "H", "S", "H"], "coordinates": [[0.42215, 0.22445, -0.71752], [1.30394, -0.43291, -0.62435], [-1.55455, -0.72065, 1.45707], [-3.01669, 0.12453, 1.19801], [-2.05522, -0.63149, -0.21888], [-2.06038, -0.07519, 0.71311], [1.55439, -0.77772, -1.62627], [-1.22977, 1.56474, 0.56374], [2.70670, 1.56663, -0.72812], [2.87682, 0.38643, -0.08580], [1.05261, -1.22883, 0.06902]], "nbo_charge": [0.286, -0.731, 0.162, 0.189, 0.171, -0.748, 0.185, -0.734, 0.125, -0.119, 0.214], "spin_multiplicity": 1, "charge": -1, "e_above_lowest_ev": 0.9674, "largest_force_ha_per_bohr": 0.03033}

***

Record 7
{"formula": "C2H8", "method": "ωB97M-V/def2-TZVPD", "species": ["H", "H", "H", "H", "H", "H", "H", "H", "C", "C"], "coordinates": [[-2.06489, -6.65799, -3.93056], [-1.78062, -5.69610, -5.42074], [2.62751, -6.54720, -4.98678], [2.77165, -7.73076, -3.64368], [-3.09757, -5.23263, -4.29073], [2.60235, -5.97907, -3.28288], [1.20803, -6.89917, -3.94404], [-3.24714, -6.72344, -5.28157], [-2.54758, -6.07760, -4.73065], [2.30231, -6.78893, -3.96414]], "nbo_charge": [0.212, 0.213, 0.213, 0.213, 0.213, 0.213, 0.213, 0.213, -0.852, -0.852], "spin_multiplicity": 1, "smiles": "C.C", "e_above_lowest_ev": 0.0083, "largest_force_ha_per_bohr": 0.00792}

***

Record 8
{"formula": "C2H8B2F8N4O2Rb", "method": "ωB97M-V/def2-TZVPD", "species": ["F", "N", "F", "H", "N", "C", "Rb", "H", "B", "F", "O", "C", "H", "F", "H", "B", "H", "H", "H", "O", "H", "N", "N", "F", "F", "F", "F"], "coordinates": [[-2.07119, -3.27066, -1.62534], [1.29698, 3.22365, -1.27844], [2.99367, -1.18533, -0.54682], [-2.69145, 0.07957, 4.33749], [2.22286, 2.81198, 0.80839], [-2.44304, 0.03205, 2.29115], [0.20083, -1.00174, -0.11541], [0.64482, 3.06475, -2.02326], [-1.97421, -2.41699, -2.74937], [3.63731, -2.20644, -2.50166], [-2.89211, -0.36189, 1.22918], [1.20526, 2.58855, -0.08000], [-3.96837, -0.65836, 3.39352], [1.72082, -2.89509, -1.42750], [-1.04467, 1.21833, 1.41787], [3.04976, -2.43371, -1.24574], [-0.93640, 1.23763, 3.12977], [2.19858, 2.20038, 1.60061], [2.12837, 3.74842, -1.48540], [0.27243, 1.84034, 0.18305], [2.92095, 3.50822, 0.63307], [-3.02223, -0.34053, 3.48911], [-1.35857, 0.84934, 2.30636], [-1.58701, -1.12660, -2.24614], [-3.24523, -2.27415, -3.34456], [3.79486, -3.34100, -0.48682], [-1.05300, -2.89074, -3.66315]], "mulliken_charge": [-0.421, -0.408, -0.461, 0.169, -0.397, 0.624, 0.931, 0.233, 0.629, -0.394, -0.591, 0.668, 0.248, -0.428, 0.301, 0.619, 0.125, 0.215, 0.157, -0.673, 0.155, -0.436, -0.307, -0.399, -0.393, -0.382, -0.383], "spin_multiplicity": 1, "charge": -1, "total_energy_ha": -1323.94053, "largest_force_ha_per_bohr": 0.01987}

***

Record 9
{"formula": "C2H8BBrN3O", "method": "ωB97M-V/def2-TZVPD", "species": ["N", "N", "H", "B", "H", "O", "N", "H", "H", "H", "C", "H", "Br", "C", "H", "H"], "coordinates": [[0.89347, -2.37365, 0.43045], [0.61811, -0.82591, -1.26554], [0.90504, -0.17276, 1.68519], [-0.28073, 1.13079, 0.60994], [0.90711, 0.12214, -1.47172], [0.40532, 2.14453, 1.21157], [0.14813, -0.26403, 1.00061], [-1.56018, 2.55439, -0.35494], [1.32947, 2.20781, 0.93339], [1.53987, -2.46365, 1.19563], [-1.46574, 1.48306, -0.33039], [-1.34722, 1.15891, -1.35501], [-0.73856, -1.48778, -2.35254], [0.54659, -1.12699, 0.05482], [0.49834, -3.16995, -0.04197], [-2.39903, 1.08307, 0.05051]], "nbo_charge": [-0.798, -0.698, 0.430, 1.097, 0.422, -0.890, -0.777, 0.271, 0.514, 0.433, -1.036, 0.250, 0.328, 0.737, 0.444, 0.272], "spin_multiplicity": 1, "smiles": "CB(O)N/C(N)=[NH+]/Br", "charge": 1, "total_energy_ha": -2919.14824, "largest_force_ha_per_bohr": 0.06284}

***

Record 10
{"formula": "C2H8BNO2", "method": "ωB97M-V/def2-TZVPD", "species": ["H", "H", "B", "H", "C", "H", "H", "C", "H", "O", "H", "H", "N", "O"], "coordinates": [[1.40418, 1.14059, 1.15711], [-2.38243, 1.78615, 0.42176], [-1.09035, 0.53451, -0.13457], [0.69435, 2.02816, -0.30760], [0.72093, -1.25769, -0.16153], [2.07918, 0.99796, -0.48560], [-1.59024, -1.92606, -0.36016], [1.16803, 1.11021, 0.03341], [1.43598, -1.19153, 0.60051], [-2.25379, -1.27838, -0.02886], [-0.11778, -1.92722, 0.19168], [1.11543, -1.76757, -1.08677], [0.21324, 0.10641, -0.32952], [-1.39672, 1.64449, 0.49015]], "nbo_charge": [0.184, 0.525, 1.282, 0.214, -0.395, 0.196, 0.428, -0.400, 0.195, -1.005, 0.212, 0.200, -0.734, -0.901], "spin_multiplicity": 1, "e_above_lowest_ev": 3.3063, "largest_force_ha_per_bohr": 0.11286}

***

Record 11
{"formula": "C2H8BrN4O4S2", "method": "ωB97M-V/def2-TZVPD", "species": ["O", "O", "N", "C", "H", "C", "N", "S", "N", "O", "S", "H", "H", "O", "H", "H", "N", "Br", "H", "H", "H"], "coordinates": [[-4.01936, -0.90298, -1.73628], [-1.51996, 2.15289, 0.56855], [1.11377, -1.50836, 0.30347], [1.53061, -0.15641, 0.00450], [0.75923, 1.82485, -0.43170], [0.41911, 0.78984, -0.48790], [2.47848, -0.25119, -1.12239], [-1.14274, 0.76799, 0.41212], [2.10047, 0.39059, 1.23307], [-0.99946, 0.01727, 1.63402], [-3.51750, -0.28426, -0.54130], [2.39971, 1.34410, 1.08195], [0.21748, 0.55710, -1.52894], [-4.25275, 0.79975, 0.03180], [3.29141, -0.77630, -0.82708], [0.85387, -1.54274, 1.27841], [-1.96366, -0.05964, -0.71420], [-3.70460, -1.91396, 0.99851], [2.90776, -0.16044, 1.49967], [0.28982, -1.75962, -0.22508], [2.75829, 0.67153, -1.43122]], "nbo_charge": [-0.939, -0.964, -0.856, 0.399, 0.226, -0.707, -0.849, 2.307, -0.839, -0.968, 2.230, 0.351, 0.262, -0.927, 0.355, 0.388, -1.232, -0.309, 0.350, 0.381, 0.342], "spin_multiplicity": 1, "charge": -1, "total_energy_ha": -3971.46248, "largest_force_ha_per_bohr": 0.01761}

***

Record 12
{"formula": "C2H8ClN2PS", "method": "ωB97M-V/def2-TZVPD", "species": ["H", "C", "C", "N", "P", "H", "H", "Cl", "H", "H", "N", "S", "H", "H", "H"], "coordinates": [[0.97068, 0.59378, -1.99927], [1.65195, 0.95028, 0.43393], [0.52306, -0.24785, -1.51926], [0.09026, -0.32407, 2.52163], [-0.16643, -0.86917, 1.06547], [1.09663, -1.18873, -1.76421], [-0.51698, -0.34190, -1.80384], [-3.82160, 0.74556, -0.85972], [2.71089, 0.55051, 0.81570], [-4.42895, 0.23012, -1.83495], [0.56720, 0.02704, -0.03147], [-1.22305, -2.39667, 0.51138], [-0.50041, -0.71858, 3.25340], [1.82785, 1.81941, -0.24110], [1.21892, 1.17025, 1.45230]], "nbo_charge": [0.206, -0.453, -0.392, -1.242, 1.685, 0.209, 0.226, -0.261, 0.208, 0.262, -0.806, -0.523, 0.404, 0.213, 0.265], "spin_multiplicity": 1, "e_above_lowest_ev": 2.5282, "largest_force_ha_per_bohr": 0.06619}

***

What did the fifth record say?
{"formula": "C2H7S2", "method": "ωB97M-V/def2-TZVPD", "species": ["H", "H", "S", "H", "H", "H", "H", "C", "C", "S", "H"], "coordinates": [[-1.82497, 3.72001, 1.94162], [1.43215, -0.05354, -0.65093], [-0.83430, 3.16061, 1.22934], [-0.62161, -0.17234, 0.00869], [1.73503, -0.81122, -2.20092], [-1.11072, -1.55896, 0.97226], [-1.77462, -1.39200, -0.66520], [1.71744, -0.98077, -1.13152], [-0.89673, -1.21502, -0.03928], [0.43247, -2.23206, -0.75718], [2.68681, -1.31164, -0.77593]], "nbo_charge": [0.084, 0.240, -1.081, 0.262, 0.205, 0.215, 0.210, -0.726, -0.728, 0.108, 0.211], "spin_multiplicity": 1, "charge": -1, "e_above_lowest_ev": 0.5245, "largest_force_ha_per_bohr": 0.01536}

***

Which formula does entry 8 have? C2H8B2F8N4O2Rb

***

Number 10 is which compound? C2H8BNO2